An isolated molecule of C6H7BrO3S, computed with the ωB97M-V functional and the def2-TZVPD basis.

XYZ file:
```
18
Properties=species:S:1:pos:R:3:forces:R:3:mulliken_charge:R:1
C 1.33996 2.22135 2.15091 -0.16 -2.94 2.33 -0.575
O 0.47333 2.02354 1.07745 -0.06 1.31 -1.37 -0.376
C -0.20387 0.92468 0.90284 -1.33 -1.92 -0.88 0.971
O -0.07147 -0.06285 1.79445 0.52 -0.49 0.10 -0.561
C -1.02836 0.83393 -0.18039 -0.26 -1.02 0.73 -0.819
S -2.16005 -0.52921 -0.44815 0.41 1.27 0.38 -0.127
C -1.68858 -1.35553 -1.88850 3.30 0.12 1.54 -0.142
C -0.41088 -1.73823 -2.29605 -3.05 -0.28 0.50 -0.693
C 0.62519 -1.82840 -1.31585 1.63 0.78 0.06 0.754
O 0.66488 -1.58698 -0.14567 -0.17 -0.59 -0.86 -0.543
Br 2.39984 -2.32740 -2.17546 -0.64 -0.07 0.24 -0.265
H 0.62583 2.49037 2.99844 1.54 -0.48 -0.40 0.263
H 2.03079 3.04776 1.98213 -0.15 -0.32 -0.40 0.208
H 1.86948 1.13537 2.29247 -0.85 3.03 0.32 0.274
H -0.20155 -0.96263 1.36698 0.11 1.54 0.27 0.440
H -1.30828 1.74278 -0.64438 0.04 0.56 -0.80 0.445
H -2.58895 -1.66748 -2.28965 -1.32 -0.83 -1.73 0.406
H -0.36732 -2.36107 -3.18156 0.44 0.33 -0.03 0.339
```
Positions in Å, forces in eV/Å.

As for the energy above the lowest of the compared OMol25 structures with the same formula, charge and spin: 60.6 kJ/mol. As for the SMILES: CO/C(O)=C/S/C=C\C(=O)Br. For the HOMO energy, the calculation gives -0.31342 Ha.



An isolated molecule of C6H7Cl, computed with the ωB97M-V functional and the def2-TZVPD basis.

XYZ file:
```
14
Properties=species:S:1:pos:R:3:forces:R:3:mulliken_charge:R:1
C -0.88186 -1.43685 0.29255 -1.35 1.81 -0.16 -1.035
C -0.89599 -0.03697 -0.51215 -1.18 -4.08 -0.88 -0.004
C -0.34341 1.20726 0.06460 -0.81 1.78 1.17 -0.126
C 0.81371 0.88725 0.97840 0.80 -0.11 -2.80 -0.908
C 1.52695 0.35879 -0.01359 -1.50 -0.44 -1.52 0.179
Cl 2.95473 -0.60508 -0.06220 -0.14 0.29 -0.02 -0.189
C 0.34312 0.55132 -1.10868 2.55 -0.35 2.28 -0.478
H -0.10001 -1.19963 0.99746 0.31 -1.13 0.43 0.314
H -0.73460 -2.36794 -0.33855 -0.09 1.36 0.79 0.284
H -1.87698 -1.46157 0.88239 1.56 -0.26 -1.03 0.288
H -1.73573 -0.18953 -1.22062 0.30 1.44 0.44 0.387
H -0.79479 2.20710 0.18608 -0.11 -0.77 -0.71 0.415
H 1.15329 1.11617 1.91301 0.07 0.35 2.67 0.499
H 0.57156 0.96968 -2.05870 -0.41 0.11 -0.67 0.374
```
Positions in Å, forces in eV/Å.

As for the energy above the lowest of the compared OMol25 structures with the same formula, charge and spin: 280.2 kJ/mol. As for the SMILES: C[C@H]1[C@H]2C=C(Cl)[C@@H]12. For the HOMO energy, the calculation gives -0.32355 Ha.



The ion C6H7Cl2N2 with charge +1, computed with the ωB97M-V functional and the def2-TZVPD basis.

XYZ file:
```
17
Properties=species:S:1:pos:R:3:forces:R:3:mulliken_charge:R:1
C 1.98404 0.54366 0.55611 0.69 0.84 1.00 -0.127
C -0.17146 1.29353 0.90375 0.60 -0.37 -1.05 0.672
C -0.74931 -0.01361 1.02934 -2.70 -1.67 2.92 -1.176
C -0.65292 -0.69597 -0.33093 -1.93 -1.03 -0.12 0.262
C 0.71258 -1.30857 -0.44003 -1.36 1.08 -2.53 -0.521
C -1.47683 0.44521 -1.26415 0.14 -0.43 -0.78 -0.246
N 1.08802 1.45535 0.72201 -0.88 2.23 0.10 -0.451
N 1.80751 -0.64986 -0.02396 -0.66 -0.01 0.66 -0.049
Cl -1.24575 2.21772 -0.10148 0.46 0.23 0.18 0.061
Cl -3.24336 0.45624 -1.30387 1.29 -0.89 -0.12 -0.003
H 2.91988 0.92658 0.95095 0.69 -1.14 -0.74 0.407
H -0.14156 -0.65306 1.72505 -0.97 0.78 -0.17 0.408
H -1.89963 0.05586 1.33758 2.58 -0.35 -0.30 0.352
H -1.29593 -1.66810 -0.23744 0.36 2.03 -0.85 0.382
H 0.80916 -2.11834 -1.20021 0.37 0.57 1.09 0.358
H -1.09425 0.85690 -2.24372 -0.19 -0.84 1.10 0.434
H 2.64982 -1.14353 -0.07899 1.50 -1.03 -0.39 0.235
```
Positions in Å, forces in eV/Å.

The charge is +1. As for the energy above the lowest of the compared OMol25 structures with the same formula, charge and spin: 700.7 kJ/mol. For the HOMO energy (spin up / spin down), the calculation gives -0.43257 / -0.44049 Ha.



An isolated molecule of C6H7Cl2NS, computed with the ωB97M-V functional and the def2-TZVPD basis.

XYZ file:
```
17
Properties=species:S:1:pos:R:3:forces:R:3:mulliken_charge:R:1
C -1.22499 -1.18358 -0.15017 1.89 2.23 -3.33 -1.285
C -0.81757 0.33453 -0.50478 1.03 -2.41 2.94 0.215
C -1.60068 1.41044 0.12238 -1.46 0.84 0.64 -1.384
S 0.90201 0.47036 0.29623 -0.51 -0.05 -1.27 0.160
C 1.26116 2.10071 -0.13218 -0.53 -0.49 0.06 -0.146
Cl 2.74825 2.64059 0.39534 0.63 -0.08 0.05 -0.055
C 1.69365 -1.35812 -0.34337 -0.13 1.52 -0.45 -0.267
Cl 2.95949 -1.12956 -1.46767 0.57 0.03 -0.36 -0.116
C 2.07628 -1.84299 0.90579 0.42 -1.07 1.82 0.390
N 2.17670 -2.30731 1.96582 0.10 0.20 -0.63 -0.450
H -2.02538 -1.50673 -0.81847 -0.29 0.14 0.58 0.400
H -0.28109 -1.65167 -0.53192 -1.20 -0.48 0.83 0.496
H -1.34796 -1.23315 0.87785 -0.59 -0.68 1.86 0.418
H -0.72274 0.36650 -1.53697 0.40 0.55 -1.91 0.428
H -1.66450 2.34120 -0.45466 0.42 -0.14 0.55 0.351
H -1.55868 1.53841 1.22802 1.12 0.25 -0.76 0.347
H -2.57396 1.01036 0.14877 -1.87 -0.36 -0.61 0.499
```
Positions in Å, forces in eV/Å.

As for the energy above the lowest of the compared OMol25 structures with the same formula, charge and spin: 467.5 kJ/mol. As for the SMILES: CC(C)/S(#CCl)=C(/Cl)C#N. For the HOMO energy (spin up / spin down), the calculation gives -0.31108 / -0.31085 Ha.



A structure of composition C6H7Cl3CuNO6, computed with the ωB97M-V functional and the def2-TZVPD basis.

XYZ file:
```
24
Properties=species:S:1:pos:R:3:forces:R:3:lowdin_spin:R:1
Cu -1.48068 1.07610 0.57904 -0.57 1.61 -0.60 0.761
Cl -1.21205 1.87638 2.95061 -0.13 -0.68 -0.90 0.090
Cl -3.83887 -0.04284 0.49121 0.90 -0.04 0.42 0.039
Cl -2.33288 3.42908 -0.25105 0.33 -0.36 0.37 0.059
O 2.96432 1.89611 -0.32371 2.68 1.47 0.78 0.000
C 1.76351 1.52108 -0.68170 -4.68 -2.20 0.45 0.001
O 0.89470 1.27469 0.15879 -0.29 0.06 3.43 0.006
O 1.49721 1.33315 -1.85548 1.53 0.35 -3.42 0.000
H 3.21443 2.26247 -1.17507 0.93 0.09 -0.28 0.000
O -1.07202 0.64142 -1.53592 -0.80 -0.84 2.09 0.033
C -1.49507 0.71144 -2.81252 -2.16 1.53 -4.21 0.001
O -2.68801 0.75495 -3.13460 -1.79 -0.80 2.00 0.000
O -0.65871 0.85487 -3.71846 2.80 -0.57 0.04 0.011
H -0.11760 0.72629 -1.59484 1.36 0.44 -0.12 0.000
N 1.59193 -2.00307 1.27136 0.00 -1.24 -2.35 0.000
C 0.73232 -2.07113 0.17289 0.01 0.92 0.60 0.000
C -0.54459 -1.73507 0.63809 1.01 -0.77 -1.28 0.000
C -0.48475 -1.62212 2.03389 1.38 -0.11 0.28 0.000
C 0.86616 -1.82573 2.35775 -1.79 0.91 2.50 0.000
H 2.56377 -2.27785 1.25965 -0.35 0.25 -0.03 0.000
H 1.16135 -2.16246 -0.81402 -0.29 0.12 -0.01 0.000
H -1.38425 -1.54898 -0.01517 -0.18 -0.15 0.12 -0.001
H -1.29505 -1.32164 2.68159 0.18 -0.02 0.03 0.000
H 1.35477 -1.74712 3.31769 -0.11 0.03 0.06 0.000
```
Positions in Å, forces in eV/Å.

The charge is -3. For the HOMO energy (spin up / spin down), the calculation gives 0.08052 / 0.08146 Ha. The spin multiplicity is 2. The expectation value of S² is 0.752.



A structure of composition C6H7ClIN2O2, computed with the ωB97M-V functional and the def2-TZVPD basis.

XYZ file:
```
19
Properties=species:S:1:pos:R:3:forces:R:3:mulliken_charge:R:1
C -0.97878 -0.49539 0.19875 1.71 -0.39 0.05 0.541
C -2.12298 0.10836 -0.47980 -1.54 -3.31 -1.25 0.322
C -0.25287 0.02847 1.20841 -0.39 1.14 0.34 0.027
C 0.61223 -0.92529 1.83967 -1.53 -0.14 -2.07 -0.756
C 0.46407 -2.05307 1.05064 1.25 -0.74 1.18 -0.364
C -1.88356 1.38453 -1.27613 -3.68 -2.52 -0.48 -1.357
N -0.47693 -1.81749 0.05774 -0.63 0.33 0.41 0.643
N -0.75874 -2.74594 -0.91357 -0.59 1.24 -0.49 -0.395
O -1.44454 -2.27560 -1.79500 0.80 -0.92 0.62 -0.348
O -3.14542 -0.62093 -0.45190 1.46 2.83 -0.40 -0.589
Cl 1.64966 2.53450 -0.03010 -0.13 0.39 -0.11 -0.371
I 3.50934 -0.45525 -0.25000 0.29 -0.17 -0.19 -0.714
H 2.38281 1.41042 -0.28886 0.00 -0.09 0.18 0.115
H -0.33587 1.08441 1.45074 0.02 -0.30 0.31 0.391
H 1.16049 -0.54212 2.67039 0.84 -0.93 0.26 0.391
H 1.01965 -3.02366 1.03464 -0.70 1.19 0.04 0.370
H -1.41058 2.02091 -0.67395 2.11 2.86 2.20 0.405
H -2.84572 1.75885 -1.58363 -0.63 0.41 0.30 0.362
H -1.40257 1.30382 -2.20654 1.33 -0.88 -0.89 0.327
```
Positions in Å, forces in eV/Å.

The charge is -1. As for the energy above the lowest of the compared OMol25 structures with the same formula, charge and spin: 0.0 kJ/mol. For the HOMO energy, the calculation gives -0.15817 Ha.



The ion C6H7ClN3O2 with charge +1, computed with the ωB97M-V functional and the def2-TZVPD basis.

XYZ file:
```
19
Properties=species:S:1:pos:R:3:forces:R:3:mulliken_charge:R:1
O 0.34261 -3.29951 2.45243 0.12 -0.76 0.54 -0.457
C -0.26837 -2.45847 1.90972 0.65 1.07 -0.75 0.112
N -1.30240 -1.65720 1.79762 0.02 0.09 0.05 -0.242
C -0.29073 -1.41009 0.77462 -0.48 0.39 -0.11 0.770
C -0.58388 -1.71968 -0.64224 0.13 0.29 -0.02 -0.822
C -0.54791 -0.77134 -1.57629 -0.05 -0.50 0.20 -0.352
N -0.16568 0.53459 -1.25949 0.06 0.10 0.00 -0.093
C 0.32116 0.85492 -0.06884 0.12 -0.82 0.65 0.449
C 0.78202 2.24148 0.20220 -0.33 0.82 0.13 -0.584
Cl -0.65349 3.32181 -0.03189 0.50 -0.31 0.08 -0.121
N 0.37423 -0.08850 0.86870 0.12 -0.46 -0.45 0.335
O 0.93045 0.22651 2.08271 -0.17 0.43 0.28 -0.445
H -2.29075 -1.57015 1.95793 -0.39 -0.05 0.01 0.241
H -0.85993 -2.73354 -0.88243 -0.01 -0.06 -0.11 0.445
H -0.77645 -0.94954 -2.61312 -0.04 0.02 -0.09 0.418
H -0.25625 1.25976 -1.96123 0.01 0.00 0.21 0.272
H 1.54986 2.55706 -0.50559 -0.06 -0.12 0.06 0.365
H 1.13394 2.36396 1.22609 -0.07 -0.10 -0.25 0.328
H 1.56600 -0.46741 2.34204 -0.12 -0.02 -0.44 0.381
```
Positions in Å, forces in eV/Å.

The charge is +1. As for the SMILES: O=C1N[C@]12C=CNC(CCl)=[N+]2O. For the HOMO energy, the calculation gives -0.48985 Ha.



A cluster of 2 separate species, C6H7ClNPS in total, computed with the ωB97M-V functional and the def2-TZVPD basis.

XYZ file:
```
17
Properties=species:S:1:pos:R:3:forces:R:3:mulliken_charge:R:1
C 2.57701 -0.21891 0.69485 0.22 -1.51 0.08 -0.492
C 1.98750 0.63786 1.60094 -1.23 -1.78 -3.72 -0.350
C 1.87195 -0.85844 -0.34933 0.20 0.73 -0.01 -0.505
C 0.67925 0.85624 1.28597 -1.63 2.71 4.58 -0.234
C 0.55438 -0.50353 -0.67497 2.81 0.00 1.51 -0.538
C 0.07417 0.33595 0.24391 -5.65 0.46 -2.23 0.288
N -2.57397 -0.14771 -1.89487 0.05 2.97 -0.38 -0.588
P -2.52891 0.44836 -0.29314 2.47 0.55 -0.20 0.561
S -3.61167 1.99045 0.09505 0.42 -0.41 -0.17 -0.342
Cl -3.03529 -1.27146 0.57931 -0.20 -0.71 0.67 -0.199
H 3.51212 -0.59897 1.03103 0.94 -0.40 -0.48 0.318
H 2.34621 0.83162 2.52702 1.44 1.04 2.41 0.448
H 2.27693 -1.66901 -0.91134 0.82 -0.27 -0.27 0.359
H 0.09417 1.34474 2.11254 0.21 -0.15 -1.19 0.273
H 0.05426 -0.88404 -1.49381 -0.92 -0.84 -1.42 0.409
H -1.96274 -0.92648 -1.97241 0.51 -0.79 -0.39 0.290
H -2.31536 0.63334 -2.58074 -0.48 -1.61 1.21 0.301
```
Positions in Å, forces in eV/Å.

As for the energy above the lowest of the compared OMol25 structures with the same formula, charge and spin: 19.7 kJ/mol. For the HOMO energy, the calculation gives -0.30917 Ha.



An isolated molecule of C6H7ClO, computed with the ωB97M-V functional and the def2-TZVPD basis.

XYZ file:
```
15
Properties=species:S:1:pos:R:3:forces:R:3:mulliken_charge:R:1
Cl -2.55579 -0.22865 0.80099 -0.96 -0.76 0.34 -0.205
C -1.48084 0.68170 -0.12829 2.13 1.39 -0.16 -0.390
C -0.16407 0.32649 -0.23005 -1.40 -0.24 0.06 0.315
O 0.64543 1.30924 -0.58509 3.19 0.25 -1.69 -0.455
C 2.03464 0.73962 -1.04448 -1.60 0.90 -1.82 -0.492
C 2.07025 -0.63972 -0.57146 -1.78 -3.17 1.44 -0.087
C 1.76257 -1.02089 0.88126 -0.11 3.92 1.54 -0.546
C 0.59265 -0.96488 -0.13527 -1.39 -1.33 1.23 -0.128
H -1.73423 1.77489 -0.32480 0.20 -1.80 0.21 0.323
H 2.63470 1.53961 -0.66652 0.90 -0.10 0.44 0.308
H 2.22401 0.63420 -2.18225 -1.03 0.86 1.52 0.211
H 2.37953 -1.51851 -1.17310 0.54 1.21 0.12 0.307
H 1.76467 -0.07362 1.66147 -0.10 -2.22 -2.22 0.172
H 2.26450 -1.81831 1.44977 -0.78 -0.28 -1.05 0.338
H -0.13937 -1.85907 -0.33091 2.20 1.37 0.05 0.327
```
Positions in Å, forces in eV/Å.

As for the energy above the lowest of the compared OMol25 structures with the same formula, charge and spin: 327.6 kJ/mol. As for the SMILES: Cl/C=C1/OC[C@H]2C[C@@H]12. For the HOMO energy, the calculation gives -0.29335 Ha.



A structure of composition C6H7CrO5, computed with the ωB97M-V functional and the def2-TZVPD basis.

XYZ file:
```
19
Properties=species:S:1:pos:R:3:forces:R:3:lowdin_spin:R:1
O -0.51164 -1.31654 1.68639 -0.95 0.02 -0.24 0.073
Cr -1.47263 -0.78420 0.20504 1.42 -0.40 0.65 3.775
O -2.46922 0.99231 0.85300 -0.28 0.48 0.50 0.034
C -2.80580 1.84116 1.52955 0.02 -0.12 -0.15 0.018
C 0.86579 -1.24260 1.85113 0.99 -0.01 0.18 0.005
C 1.43886 0.13374 1.47923 0.04 0.14 0.28 0.002
H 1.13614 -1.42719 2.90624 -0.20 0.02 -0.34 -0.002
H 1.39439 -2.02318 1.26881 -0.23 0.14 0.11 0.002
H 1.06666 0.88178 2.19435 0.13 -0.19 -0.14 0.000
H 2.53674 0.12269 1.57802 -0.27 0.04 -0.01 0.000
C 1.06771 0.60730 0.10298 -0.33 -0.03 -0.16 0.008
C 0.84614 -0.20323 -0.93019 -0.20 -0.47 0.44 0.011
O 0.46131 0.31367 -2.17465 0.15 -0.06 -0.30 0.004
C -0.80954 0.20801 -2.47503 0.15 0.41 0.19 0.012
O -1.66818 -0.22956 -1.70927 -0.58 0.03 -0.58 0.049
O -1.05623 0.67394 -3.65895 0.13 0.46 -0.28 0.004
H 0.92766 1.68071 -0.05776 0.14 -0.25 -0.03 0.001
H 0.99656 -1.28575 -0.94216 0.08 0.23 0.04 0.003
H -1.94472 1.05693 -3.70672 -0.21 -0.42 -0.17 0.000
```
Positions in Å, forces in eV/Å.

The charge is +1. As for the energy above the lowest of the compared OMol25 structures with the same formula, charge and spin: 0.0 kJ/mol. For the HOMO energy (spin up / spin down), the calculation gives -0.46860 / -0.49971 Ha. The spin multiplicity is 5. The expectation value of S² is 6.014.



| no. | strongest force on any atom (eV/Å) | molar mass (g/mol) |
| --- | --- | --- |
| 1 | 3.8 | 239.1 |
| 2 | 4.3 | 114.6 |
| 3 | 4.3 | 178.0 |
| 4 | 4.4 | 196.1 |
| 5 | 5.2 | 359.0 |
| 6 | 4.5 | 301.5 |
| 7 | 1.5 | 188.6 |
| 8 | 6.1 | 191.6 |
| 9 | 4.2 | 130.6 |
| 10 | 1.6 | 211.1 |